Here is C5H8FeMgO5 as an isolated structure in a non-equilibrium geometry from the Open Molecules 2025 dataset. Energies are from ωB97M-V/def2-TZVPD.

Atoms and positions in Å:
C -0.43646 1.34842 -1.04832
O -0.61461 2.26218 -1.87043
O -1.28992 0.70341 -0.39370
Fe -1.38278 2.57895 -3.48470
O 0.71922 1.63197 0.24707
C 2.07437 1.47084 -0.13708
C 2.12522 0.06374 -0.71470
O 1.64846 -0.72204 0.29195
C 1.62383 -2.15920 0.24445
C 0.93870 -2.57016 1.54926
O -0.22198 -1.84387 1.76200
Mg -0.22872 -0.02456 1.20836
H 2.83227 1.60683 0.64919
H 2.30672 2.17221 -0.95696
H 3.11571 -0.23380 -1.08460
H 0.97698 0.26708 -1.59630
H 2.65510 -2.52553 0.15099
H 1.02356 -2.45174 -0.63016
H 1.66827 -2.43620 2.37380
H 0.74471 -3.65757 1.47566

Forces on the atoms, in the same order (eV/Å):
-1.80 1.93 4.49
2.62 -1.98 2.40
1.49 -0.67 -1.45
-1.34 0.72 -2.74
-0.73 -0.13 -0.81
0.03 0.02 -1.93
-1.90 1.95 -1.35
-0.99 -0.91 1.39
0.38 0.67 -0.61
-0.27 -0.97 -1.53
0.98 -1.45 0.87
0.41 2.04 -1.48
-0.70 0.03 0.22
0.05 -0.07 0.45
-0.65 -0.23 -0.63
3.22 -1.04 1.27
-0.38 -0.20 0.15
0.18 -0.20 0.25
-0.37 0.21 0.43
-0.23 0.29 0.63

largest force on an atom: 5.212 eV Å⁻¹
calculated total energy: -55362.438 eV
2S+1: 7
<S²>: 12.008
total charge: +2
frontier orbital gap (spin up / spin down): 5.57 / 5.81 eV

These are the natural (NBO) partial charges, in e, on atoms 1 to 6: atom 1 (C): 1.0046, atom 2 (O): -0.8054, atom 3 (O): -0.7448, atom 4 (Fe): 0.9371, atom 5 (O): -0.7262, atom 6 (C): -0.1400

Here is C16H17BCl4NO5SiV as an isolated structure in a non-equilibrium geometry from the Open Molecules 2025 dataset. Energies are from ωB97M-V/def2-TZVPD.

Atoms and positions in Å:
V -1.34450 0.40251 1.92356
O -1.76089 -1.41558 3.56932
C -2.08023 -1.41562 2.37804
O -2.85928 -0.46849 1.88949
C -1.48145 -2.45392 1.41921
C -1.91832 -2.20047 -0.02867
C -1.42798 -3.34862 -0.93195
C 0.07193 -2.99747 -1.07812
C 0.17669 -1.76631 -0.16599
O -1.07147 -1.10938 -0.38693
C 0.06652 -2.20786 1.30521
C 0.59193 -1.13102 2.26893
O 1.24256 -1.43793 3.23384
O 0.30954 0.12127 1.92857
H -1.70310 -3.45517 1.78684
H -2.96132 -1.92415 -0.14328
H -1.59638 -4.32463 -0.47785
H -1.94099 -3.31993 -1.89216
H 0.74190 -3.80148 -0.77514
H 0.32196 -2.70711 -2.09805
H 1.00522 -1.09609 -0.38369
H 0.64467 -3.10298 1.52170
Cl -1.76482 1.67755 5.52615
Si -1.59270 2.09529 3.52249
Cl -0.02605 3.44593 3.37711
Cl -3.29163 3.18917 3.03587
Cl 3.68045 0.28466 0.80078
C 3.25707 0.72567 -0.82538
C 3.95547 0.15804 -1.86732
C 3.61687 0.46162 -3.18251
C 2.56381 1.34285 -3.43839
C 1.86495 1.91073 -2.40327
C 2.18458 1.64215 -1.03834
C 1.48044 2.25768 -0.01541
H 4.76892 -0.52390 -1.65788
H 4.16889 0.01473 -3.99866
H 2.30067 1.57870 -4.46195
H 1.03932 2.58538 -2.59699
H 0.65869 2.91991 -0.24479
H 1.70347 2.09083 1.02594
B -2.43214 3.19072 -1.47019
C -1.98168 2.24987 -0.32801
N -1.63644 1.59437 0.56602
H -2.94959 2.54325 -2.34723
H -3.17830 3.99976 -0.97454
H -1.41727 3.72545 -1.86637

Forces on the atoms, in the same order (eV/Å):
-1.87 1.99 1.35
0.01 0.37 -0.10
0.42 -2.13 0.26
-3.05 -0.96 -0.45
-0.17 0.27 0.06
-0.01 -0.49 0.05
-0.01 0.18 -0.01
0.05 0.14 0.03
0.17 -0.33 -0.04
-0.04 0.29 0.02
0.07 0.23 0.10
1.18 -1.86 0.48
0.01 0.37 -0.34
4.06 -0.62 0.07
-0.02 0.00 0.01
0.02 0.08 0.00
-0.02 -0.01 0.00
0.01 -0.03 0.00
0.00 0.01 0.02
-0.04 -0.05 -0.02
-0.07 0.07 0.01
-0.04 -0.03 0.00
-0.05 0.04 0.54
-0.19 0.20 0.27
0.26 0.29 0.03
-0.20 0.20 0.13
0.03 -0.02 0.00
-0.18 0.10 0.08
0.05 -0.05 -0.11
-0.03 0.06 0.03
0.07 -0.07 -0.11
-0.07 0.05 0.19
0.24 -0.20 -0.36
-0.15 0.21 0.26
-0.02 -0.01 0.05
0.01 -0.01 0.01
-0.04 0.00 0.02
0.00 -0.01 0.00
0.04 0.03 -0.08
0.04 -0.05 0.00
-0.01 0.23 -0.25
0.10 -0.23 0.49
-0.54 1.73 -2.61
-0.05 -0.09 -0.04
-0.07 0.07 0.00
0.11 0.05 -0.03

largest force on an atom: 4.106 eV Å⁻¹
calculated total energy: -112932.363 eV
2S+1: 2
<S²>: 0.794
relative energy (zero: lowest compared OMol25 entry of this formula, charge and spin): 271.2 kJ/mol
total charge: -1
frontier orbital gap (spin up / spin down): 7.59 / 6.75 eV

These are the natural (NBO) partial charges, in e, on atoms 1 to 6: atom 1 (V): 0.7825, atom 2 (O): -0.5546, atom 3 (C): 0.6415, atom 4 (O): -0.5975, atom 5 (C): -0.3271, atom 6 (C): 0.0847

Here is C28H23N3O2PW as an isolated structure in a non-equilibrium geometry from the Open Molecules 2025 dataset. Energies are from ωB97M-V/def2-TZVPD.

Atoms and positions in Å:
W 0.14824 -1.32015 -1.63915
C 2.00294 -1.23902 -0.56226
C 1.36309 -2.14530 0.37484
C 0.53015 -1.64640 1.37958
C -0.04691 -2.51170 2.31207
C 0.20989 -3.87983 2.24688
C 1.04017 -4.38456 1.24717
C 1.61468 -3.51929 0.31269
H 2.82047 -1.58698 -1.22899
H 2.20938 -0.18732 -0.27200
H 0.32530 -0.58040 1.44801
H -0.69240 -2.11604 3.09204
H -0.23361 -4.55263 2.97650
H 1.24556 -5.45003 1.19731
H 2.26687 -3.92798 -0.45530
O -0.82860 -0.81228 0.00497
P -0.83300 0.65117 0.41549
C -0.03171 1.66013 -0.84565
C 1.10696 2.43696 -0.59190
C 1.68571 3.20179 -1.60741
C 1.13966 3.19292 -2.88926
C 0.01910 2.41269 -3.16177
C -0.55877 1.64762 -2.14855
C -2.52260 1.25444 0.63831
C -3.49239 0.37256 1.14016
C -4.80420 0.79906 1.34706
C -5.16274 2.11276 1.05306
C -4.21123 2.99933 0.55226
C -2.89714 2.57449 0.34668
C -0.00540 0.89731 1.99989
C -0.13331 2.09124 2.72634
C 0.51855 2.25019 3.95055
C 1.30116 1.21814 4.46415
C 1.43411 0.02615 3.75538
C 0.78544 -0.13299 2.53047
H 1.56749 2.44886 0.39256
H 2.57065 3.79854 -1.39956
H 1.59541 3.78467 -3.67911
H -0.40027 2.39211 -4.16447
H -1.42555 1.02732 -2.37336
H -3.21836 -0.65679 1.36796
H -5.54529 0.10536 1.73579
H -6.18538 2.44480 1.21268
H -4.49392 4.02337 0.32084
H -2.17093 3.28412 -0.04233
H -0.74120 2.90744 2.34483
H 0.41214 3.17837 4.50673
H 1.80429 1.34058 5.41992
H 2.03930 -0.78257 4.15752
H 0.88936 -1.07010 1.98484
O 1.13964 -1.83559 -3.30777
N 1.99740 -2.74463 -3.86659
C 2.32291 -2.54994 -5.10990
C 3.22743 -3.53241 -5.65363
N 3.95729 -4.29523 -6.14947
C 1.84115 -1.45190 -5.91861
N 1.52482 -0.61607 -6.66923
H -0.02178 -3.00637 -1.21929

Forces on the atoms, in the same order (eV/Å):
2.65 -3.54 -1.77
0.10 1.52 -1.24
1.42 0.38 -0.49
-5.91 -12.52 -10.73
-1.13 -2.54 0.42
-0.57 1.35 0.47
0.91 0.32 -1.27
-0.09 -1.76 1.32
-0.58 -0.15 0.73
-0.06 -0.68 0.29
-4.20 -2.91 -7.23
0.10 -0.04 -0.05
0.01 0.19 -0.13
-0.01 0.19 -0.02
-0.06 0.21 0.09
-3.77 1.57 -1.76
-1.57 2.14 -0.31
0.40 0.20 -0.08
0.13 0.16 -0.04
-0.17 -0.20 0.08
-0.03 -0.07 0.13
0.02 -0.17 0.09
-0.05 -0.12 -0.13
-0.32 0.02 -0.04
0.04 -0.09 0.06
0.28 0.02 -0.06
0.17 -0.03 -0.04
0.16 -0.18 0.05
-0.01 0.04 0.02
0.52 -0.14 0.41
0.17 0.08 0.31
-0.15 -0.12 -0.40
-0.01 -0.19 0.00
-0.24 0.39 0.08
3.79 9.09 10.31
-0.15 -0.01 -0.07
-0.18 -0.13 0.00
-0.10 -0.10 0.14
0.06 -0.03 0.19
-0.10 0.25 0.01
-0.08 0.15 -0.06
0.17 0.10 -0.08
0.18 -0.05 -0.04
0.10 -0.19 0.03
-0.05 -0.12 -0.01
-0.01 -0.18 -0.02
-0.02 -0.17 -0.16
-0.06 0.00 -0.15
-0.08 0.02 -0.13
10.04 6.15 11.69
0.40 0.00 -1.11
-0.83 0.80 0.54
-0.57 0.09 1.16
1.27 -1.10 -1.19
-1.41 1.45 1.03
-0.33 1.17 -1.56
0.50 -1.50 1.65
-0.69 0.96 -0.90

largest force on an atom: 17.519 eV Å⁻¹
calculated total energy: -49065.457 eV
2S+1: 3
<S²>: 2.365
total charge: +1
frontier orbital gap (spin up / spin down): 5.96 / 6.97 eV

These are the Löwdin partial charges, in e, on atoms 1 to 6: atom 1 (W): 1.4022, atom 2 (C): -0.1514, atom 3 (C): -0.3607, atom 4 (C): -0.2884, atom 5 (C): 0.0161, atom 6 (C): -0.0334